--- i ---
Formula: C4H14NO3
Source: OMol25
Level of theory: ωB97M-V/def2-TZVPD

Total charge: -1
HOMO energy in eV: -4.18

Element x y z (Å)
C  -0.869  2.037  -0.190
N  0.242  1.234  0.438
C  0.702  0.026  -0.266
C  1.187  -1.062  0.698
C  2.608  -1.528  0.263
O  3.266  1.302  0.122
H  -0.586  2.310  -1.227
H  -1.808  1.499  -0.153
H  -0.879  2.925  0.406
H  1.103  1.851  0.431
H  -0.056  -0.408  -0.888
H  1.795  0.352  -0.488
H  0.642  -1.931  0.716
H  1.392  -0.629  1.664
H  2.237  -2.207  -0.594
H  3.134  -2.236  0.909
H  -3.119  -0.779  -0.372
H  3.128  -0.571  0.362
O  -2.639  -1.739  -0.777
H  -3.260  -1.736  -1.555
H  -4.518  0.701  0.602
O  -3.703  0.589  -0.101

Population analysis type Löwdin, resulting atomic charges in e: atom 1 (C): -0.082, atom 2 (N): -0.061, atom 3 (C): -0.166, atom 4 (C): -0.239, atom 5 (C): -0.118, atom 6 (O): -0.285, atom 7 (H): 0.084, atom 8 (H): 0.027, atom 9 (H): 0.059, atom 10 (H): 0.092, atom 11 (H): 0.120, atom 12 (H): 0.088, atom 13 (H): 0.077, atom 14 (H): 0.104, atom 15 (H): 0.112, atom 16 (H): 0.060, atom 17 (H): 0.005, atom 18 (H): 0.009, atom 19 (O): -0.298, atom 20 (H): -0.011, atom 21 (H): -0.025, atom 22 (O): -0.551

---

--- ii ---
Formula: C4H14NO3
Source: OMol25
Level of theory: ωB97M-V/def2-TZVPD

Total charge: -1
HOMO energy in eV: -4.36

Element x y z (Å)
C  -1.771  0.635  -2.179
N  -0.862  0.442  -0.990
C  0.540  0.055  -1.393
C  -1.434  -0.504  -0.035
C  -0.508  -0.589  1.151
O  0.370  -1.673  1.043
H  -2.629  1.224  -1.619
H  -1.964  -0.225  -2.709
H  -1.275  1.404  -2.840
H  0.715  -0.960  -1.297
H  1.277  0.693  -0.797
H  0.711  0.334  -2.511
H  -2.427  -0.192  0.205
H  -1.513  -1.484  -0.419
H  -1.103  -0.726  2.115
H  0.231  0.243  1.296
H  1.027  1.208  2.989
H  1.982  0.866  1.776
O  1.399  1.703  2.169
H  1.479  -1.289  1.228
H  3.215  -0.716  1.176
O  2.537  -0.449  1.640

Population analysis type Löwdin, resulting atomic charges in e: atom 1 (C): -0.118, atom 2 (N): -0.258, atom 3 (C): -0.084, atom 4 (C): -0.231, atom 5 (C): -0.340, atom 6 (O): -0.250, atom 7 (H): 0.110, atom 8 (H): 0.028, atom 9 (H): 0.074, atom 10 (H): 0.035, atom 11 (H): 0.098, atom 12 (H): 0.088, atom 13 (H): 0.092, atom 14 (H): 0.094, atom 15 (H): 0.111, atom 16 (H): 0.074, atom 17 (H): 0.045, atom 18 (H): -0.018, atom 19 (O): -0.266, atom 20 (H): 0.085, atom 21 (H): -0.119, atom 22 (O): -0.249

---

--- iii ---
Formula: C4H14NO3
Source: OMol25
Level of theory: ωB97M-V/def2-TZVPD

Total charge: -1
HOMO energy in eV: -3.59

Element x y z (Å)
C  0.280  -0.597  0.893
N  -0.553  -1.612  0.265
C  0.192  -2.382  -0.783
O  0.105  -1.841  -2.024
C  -0.502  0.346  1.768
C  -1.523  1.180  1.022
H  0.863  -0.051  0.134
H  1.088  -1.109  1.433
H  -1.331  -1.194  -0.201
H  -0.267  -3.396  -0.742
H  1.240  -2.520  -0.441
H  -0.995  -0.243  2.553
H  0.141  1.072  2.274
H  -0.999  1.877  0.355
H  -1.984  1.908  1.699
H  -2.247  0.611  0.445
H  0.922  2.102  -0.761
H  0.112  3.295  -1.100
O  0.875  3.066  -0.582
H  0.828  -0.601  -2.124
H  2.273  -0.169  -1.875
O  1.483  0.259  -2.209

Population analysis type Löwdin, resulting atomic charges in e: atom 1 (C): -0.297, atom 2 (N): -0.059, atom 3 (C): -0.472, atom 4 (O): -0.292, atom 5 (C): -0.268, atom 6 (C): -0.120, atom 7 (H): 0.086, atom 8 (H): 0.106, atom 9 (H): 0.066, atom 10 (H): 0.077, atom 11 (H): 0.091, atom 12 (H): 0.098, atom 13 (H): 0.101, atom 14 (H): 0.046, atom 15 (H): 0.065, atom 16 (H): 0.064, atom 17 (H): 0.012, atom 18 (H): 0.015, atom 19 (O): -0.085, atom 20 (H): -0.018, atom 21 (H): -0.012, atom 22 (O): -0.202

---

Most stable one: iii, least stable one: i.